1.
{"formula": "C10H10BClF4Re", "method": "ωB97M-V with the def2-TZVPD basis set", "multiplicity": 4, "relative_energy_kcal_mol": 34.9, "gap_ha": [0.289, 0.228], "mol_weight_g_mol": 438.65, "symbols": ["C", "C", "C", "H", "C", "C", "H", "H", "H", "H", "Re", "Cl", "C", "C", "C", "H", "C", "C", "H", "H", "H", "H", "F", "B", "F", "F", "F"], "positions_angstrom": [[0.427, 1.460, -1.336], [0.556, 0.123, -1.922], [1.386, -0.657, -1.059], [0.108, -0.226, -2.864], [1.745, 0.115, 0.080], [1.170, 1.440, -0.087], [1.420, 2.248, 0.567], [-0.066, 2.293, -1.806], [1.816, -1.640, -1.309], [2.315, -0.238, 0.916], [-0.373, -0.147, 0.015], [-2.235, 0.149, 1.521], [-1.622, -2.103, 0.752], [-0.277, -2.499, 1.081], [0.419, -2.693, -0.123], [0.107, -2.672, 2.077], [-0.451, -2.338, -1.232], [-1.701, -1.942, -0.701], [-2.587, -1.687, -1.257], [-2.466, -2.069, 1.448], [1.444, -3.033, -0.215], [-0.198, -2.404, -2.281], [-0.442, 2.307, 1.394], [-0.195, 3.680, 1.553], [1.105, 3.945, 2.082], [-0.305, 4.307, 0.277], [-1.101, 4.282, 2.426]], "forces_ev_per_angstrom": [[1.5, -1.4, 0.7], [-0.3, 1.5, -0.3], [2.2, -0.3, -1.6], [0.3, 0.4, 0.6], [-0.3, 1.2, -0.2], [1.1, -0.5, -1.8], [-0.2, 0.2, 0.1], [-0.3, 0.1, 0.4], [-0.2, 1.3, 0.0], [0.3, 0.1, 0.1], [-2.3, -0.8, 1.6], [0.4, 1.3, -0.3], [0.0, -1.3, -0.2], [-0.5, 0.8, -0.1], [-1.1, -1.0, -0.6], [-0.1, 0.0, -0.1], [-0.4, -1.4, 1.3], [0.4, -0.1, 0.3], [-0.1, -0.1, 0.0], [0.6, -0.5, -0.6], [-0.4, -0.1, 0.2], [0.0, 0.0, 0.1], [-0.5, 0.1, 0.8], [0.0, 2.4, 0.4], [-0.2, -0.9, -0.6], [0.2, -0.6, 0.1], [-0.2, -0.5, -0.1]]}



2.
{"formula": "C22H34BrN4O2SSi4W", "method": "ωB97M-V with the def2-TZVPD basis set", "multiplicity": 3, "relative_energy_kcal_mol": 0.0, "charge": 1, "gap_ha": [0.250, 0.259], "mol_weight_g_mol": 794.70, "symbols": ["W", "S", "C", "N", "C", "Si", "C", "C", "Si", "Si", "C", "C", "C", "Si", "C", "C", "C", "H", "H", "H", "H", "H", "H", "H", "H", "H", "H", "H", "H", "H", "H", "H", "H", "H", "H", "H", "H", "H", "H", "H", "H", "H", "H", "H", "N", "C", "C", "C", "C", "N", "C", "C", "H", "H", "H", "H", "Br", "C", "C", "N", "C", "C", "C", "C", "O", "O", "H", "H", "H"], "positions_angstrom": [[-0.800, 0.204, -1.029], [-1.701, 0.699, -5.387], [-0.992, 0.576, -3.998], [-0.426, 0.467, -2.937], [1.616, -3.342, 0.663], [2.662, -1.873, 0.136], [3.325, -2.138, -1.601], [4.110, -1.674, 1.307], [1.331, 0.099, -0.064], [2.482, 2.120, -0.635], [2.918, 1.864, -2.438], [1.347, 3.599, -0.434], [4.044, 2.358, 0.375], [-0.070, 0.425, 1.942], [1.542, 0.302, 2.937], [-0.770, 2.121, 2.320], [-1.116, -0.973, 2.623], [0.804, -3.558, -0.029], [1.192, -3.205, 1.659], [2.257, -4.228, 0.703], [3.886, -3.077, -1.636], [4.007, -1.338, -1.895], [2.535, -2.198, -2.350], [4.788, -2.521, 1.172], [3.801, -1.671, 2.352], [4.682, -0.762, 1.118], [2.031, 1.700, -3.051], [3.593, 1.018, -2.580], [3.424, 2.758, -2.812], [0.370, 3.448, -0.895], [1.816, 4.461, -0.916], [1.199, 3.858, 0.615], [4.761, 1.547, 0.222], [3.849, 2.451, 1.443], [4.529, 3.285, 0.056], [2.345, 0.956, 2.601], [1.910, -0.725, 2.955], [1.316, 0.577, 3.973], [-0.474, 2.365, 3.344], [-1.858, 2.163, 2.294], [-0.370, 2.899, 1.672], [-0.689, -1.938, 2.343], [-2.161, -0.936, 2.319], [-1.081, -0.913, 3.715], [-1.514, -7.189, -2.251], [-1.396, -6.061, -2.076], [-1.240, -4.647, -1.852], [-0.441, -3.877, -2.691], [-0.305, -2.529, -2.438], [-0.911, -1.922, -1.402], [-1.692, -2.669, -0.601], [-1.883, -4.019, -0.790], [0.067, -4.324, -3.533], [0.293, -1.894, -3.074], [-2.173, -2.146, 0.216], [-2.518, -4.580, -0.119], [-7.206, 1.930, 2.657], [-5.859, 2.615, 1.534], [-5.940, 3.926, 1.070], [-5.020, 4.468, 0.279], [-3.984, 3.724, -0.083], [-3.827, 2.406, 0.334], [-4.788, 1.836, 1.163], [-2.659, 1.635, -0.084], [-2.494, 0.409, 0.279], [-1.762, 2.110, -0.836], [-6.777, 4.552, 1.353], [-3.246, 4.185, -0.729], [-4.689, 0.813, 1.503]], "forces_ev_per_angstrom": [[-1.0, 0.1, -0.1], [0.0, 0.0, 0.0], [0.2, 0.0, 0.0], [-0.5, 0.0, -0.2], [0.1, 0.0, 0.0], [0.0, 0.0, -0.1], [0.0, 0.0, 0.1], [0.0, 0.1, 0.0], [0.8, 0.0, 0.1], [0.0, 0.1, 0.1], [0.0, 0.0, 0.0], [0.1, 0.0, 0.0], [0.0, 0.0, 0.0], [0.2, 0.1, 0.6], [-0.1, 0.0, 0.1], [0.0, 0.0, 0.0], [0.0, 0.0, -0.1], [0.0, 0.0, 0.0], [0.0, 0.0, 0.0], [0.0, 0.0, 0.0], [0.0, 0.0, 0.0], [0.0, 0.0, 0.0], [0.0, 0.0, 0.0], [0.0, 0.0, 0.0], [0.0, 0.0, 0.0], [-0.1, 0.0, 0.0], [0.0, 0.0, 0.0], [0.0, 0.0, 0.0], [0.0, 0.0, 0.0], [0.0, 0.0, 0.0], [0.0, 0.0, 0.0], [0.0, 0.0, 0.0], [-0.1, 0.0, 0.0], [0.0, 0.0, 0.0], [0.0, 0.0, 0.0], [0.1, 0.0, -0.1], [0.0, 0.0, 0.0], [-0.1, 0.0, 0.0], [0.0, 0.0, 0.0], [0.0, 0.0, 0.0], [-0.1, 0.0, 0.0], [0.0, -0.1, 0.0], [0.0, 0.0, 0.0], [0.0, 0.0, 0.0], [0.0, 0.0, 0.0], [0.0, 0.2, 0.0], [0.0, 0.1, 0.0], [0.0, -0.1, -0.1], [0.0, 0.1, 0.0], [0.0, -0.2, 0.1], [0.0, 0.1, 0.1], [-0.1, -0.2, 0.0], [0.0, 0.0, 0.0], [0.0, 0.0, 0.0], [0.0, 0.0, 0.0], [0.0, 0.0, 0.0], [0.0, 0.0, 0.0], [-0.1, 0.0, 0.1], [0.1, 0.0, 0.0], [0.0, 0.1, 0.0], [0.0, 0.0, 0.0], [0.0, 0.0, 0.0], [0.1, -0.1, 0.0], [-0.3, -0.1, 0.1], [0.2, -0.1, -0.3], [0.4, 0.2, -0.1], [0.0, 0.0, 0.0], [0.0, 0.0, 0.0], [0.0, 0.0, 0.0]]}



Question: Which value of multiplicity does entry 2 give?
Answer: 3



Question: Look up the multiplicity of the first one.
Answer: 4